1.
C41H44BN9OP2ReSSe2 | ωB97M-V with the def2-TZVPD basis set

Structure (XYZ):
```
102
C41H44BN9OP2ReSSe2 (ωB97M-V with the def2-TZVPD basis set)
Re -1.550 -0.739 1.408
C -5.691 0.048 2.246
C -4.550 0.230 1.486
N -3.540 -0.500 2.005
N -4.025 -1.146 3.100
C -5.311 -0.832 3.256
B -3.066 -2.045 3.928
N -1.860 -1.160 4.346
C -1.370 -0.898 5.561
C -0.272 -0.058 5.440
C -0.142 0.168 4.083
N -1.101 -0.501 3.419
N -2.493 -3.139 2.996
C -2.551 -4.470 3.082
C -1.772 -5.026 2.077
C -1.244 -3.947 1.390
N -1.690 -2.792 1.941
H -6.664 0.492 2.090
H -4.392 0.845 0.613
H -5.878 -1.241 4.084
H -3.618 -2.519 4.881
H -1.828 -1.333 6.441
H 0.345 0.338 6.233
H 0.580 0.772 3.556
H -3.127 -4.942 3.869
H -1.599 -6.076 1.884
H -0.540 -3.919 0.575
Se 5.328 -1.009 0.124
P 3.916 -0.167 -1.181
C 4.246 1.589 -1.466
C 4.412 2.433 -0.366
C 4.872 3.727 -0.535
C 5.181 4.194 -1.808
C 5.032 3.361 -2.905
C 4.574 2.056 -2.738
C 3.694 -0.930 -2.798
C 4.408 -2.074 -3.112
C 4.186 -2.709 -4.331
C 3.254 -2.200 -5.223
C 2.533 -1.051 -4.906
C 2.749 -0.418 -3.691
C 2.250 -0.498 -0.441
C 1.258 0.106 0.286
N 0.357 -0.881 0.611
N 0.782 -2.040 0.080
N 1.898 -1.830 -0.537
P 0.847 1.761 0.719
Se -1.349 1.744 0.954
C 1.657 2.179 2.243
C 2.689 1.363 2.715
C 3.360 1.726 3.876
C 2.996 2.882 4.556
C 1.950 3.679 4.095
C 1.270 3.327 2.941
C 1.277 2.866 -0.604
C 0.921 2.482 -1.900
C 1.202 3.319 -2.962
C 1.816 4.548 -2.731
C 2.156 4.933 -1.443
C 1.893 4.092 -0.370
H 4.230 2.059 0.627
H 5.020 4.366 0.330
H 5.560 5.202 -1.940
H 5.293 3.715 -3.896
H 4.501 1.404 -3.598
H 5.134 -2.459 -2.404
H 4.743 -3.604 -4.580
H 3.090 -2.695 -6.174
H 1.813 -0.649 -5.611
H 2.197 0.486 -3.443
H 2.969 0.450 2.193
H 4.168 1.105 4.244
H 3.528 3.165 5.457
H 1.666 4.572 4.637
H 0.440 3.935 2.591
H 0.430 1.536 -2.069
H 0.943 3.022 -3.972
H 2.028 5.209 -3.565
H 2.635 5.889 -1.269
H 2.188 4.386 0.629
C -6.490 -2.678 -0.389
C -5.190 -2.146 -0.997
C -4.042 -3.108 -0.711
S -2.420 -2.560 -1.209
O -2.253 -1.176 -0.505
C -2.686 -2.181 -2.965
C -2.754 -0.691 -3.310
C -1.382 -0.018 -3.350
H -7.305 -1.969 -0.545
H -6.386 -2.839 0.689
H -6.784 -3.627 -0.845
H -4.956 -1.170 -0.574
H -5.319 -2.012 -2.073
H -4.171 -4.081 -1.204
H -3.932 -3.298 0.365
H -3.594 -2.718 -3.234
H -1.844 -2.654 -3.473
H -3.412 -0.175 -2.612
H -3.217 -0.624 -4.296
H -0.901 -0.044 -2.370
H -1.479 1.025 -3.658
H -0.721 -0.521 -4.063
```

Charge: +2
Multiplicity: 4
Expectation value of S²: 3.773
E_LUMO (alpha / beta), eV: -4.87 / -7.03
Kohn-Sham gap (alpha / beta), eV: 6.93 / 4.76
Highest occupied orbital energy (alpha / beta), Ha: -0.434 / -0.433

***

2.
C43H60BF4KN8OS | ωB97M-V with the def2-TZVPD basis set

Structure (XYZ):
```
119
C43H60BF4KN8OS (ωB97M-V with the def2-TZVPD basis set)
K -0.377 -0.162 -0.428
C -2.393 2.169 -1.898
N -1.750 2.408 -0.619
C -2.722 2.571 0.440
C -0.808 3.510 -0.736
C -0.157 3.962 0.563
N 0.545 2.878 1.220
C 0.991 3.063 2.452
C 1.539 1.937 3.158
F 1.500 0.733 2.549
C 2.064 2.006 4.419
F 2.544 0.872 4.984
C 2.113 3.186 5.153
C 1.589 4.291 4.512
F 1.614 5.487 5.155
C 1.058 4.256 3.243
F 0.635 5.449 2.733
H -3.044 1.294 -1.839
H -1.636 1.949 -2.654
H -3.000 3.036 -2.224
H -3.334 3.486 0.316
H -2.223 2.612 1.408
H -3.392 1.710 0.441
H -1.312 4.398 -1.173
H -0.036 3.200 -1.446
H -0.929 4.402 1.204
H 0.509 4.796 0.292
H 2.527 3.233 6.148
N -2.606 -4.127 0.789
C -1.557 -3.169 0.336
O -1.877 -1.900 0.520
C -0.792 -3.638 -0.886
C -0.127 -3.683 0.491
H -3.188 -3.556 1.393
H -2.187 -4.836 1.383
H -0.435 -2.888 -1.588
H -1.066 -4.588 -1.338
H 0.648 -2.950 0.688
H 0.062 -4.664 0.923
C 6.062 -3.110 -0.049
C 4.567 -3.022 0.245
C 3.992 -1.648 0.097
N 2.820 -1.416 -0.368
N 2.443 -0.101 -0.309
C 3.356 0.662 0.203
N 3.206 2.006 0.378
S 4.816 -0.197 0.614
H 6.412 -4.138 0.057
H 6.640 -2.489 0.639
H 6.277 -2.776 -1.064
H 4.370 -3.373 1.262
H 3.999 -3.666 -0.427
H 2.210 2.284 0.496
H 3.788 2.400 1.100
C -2.245 1.981 -7.632
C -1.953 1.976 -6.131
C -1.939 3.401 -5.577
C -2.925 1.084 -5.380
C -4.268 1.446 -5.316
C -5.172 0.688 -4.596
C -4.733 -0.444 -3.924
C -3.404 -0.851 -3.974
C -2.926 -2.082 -3.225
C -3.885 -2.562 -2.141
C -2.600 -3.228 -4.186
C -2.496 -0.079 -4.724
N -1.132 -0.460 -4.796
B -0.111 -0.319 -3.720
N 1.082 -0.659 -4.540
C 0.751 -1.009 -5.850
C -0.578 -0.867 -6.011
C 2.426 -0.778 -4.098
C 2.927 -2.055 -3.796
C 4.256 -2.192 -3.411
C 5.073 -1.084 -3.274
C 4.557 0.174 -3.528
C 3.245 0.356 -3.961
C 2.811 1.795 -4.214
C 2.129 2.048 -5.560
C 1.967 2.344 -3.063
C 2.033 -3.280 -3.866
C 2.138 -4.143 -2.608
C 2.336 -4.113 -5.114
H -1.509 2.588 -8.166
H -3.238 2.395 -7.835
H -2.214 0.970 -8.040
H -0.956 1.564 -5.986
H -2.910 3.891 -5.700
H -1.191 4.001 -6.102
H -1.692 3.403 -4.515
H -4.602 2.348 -5.821
H -6.214 0.984 -4.538
H -5.440 -1.016 -3.338
H -1.995 -1.785 -2.736
H -4.833 -2.913 -2.565
H -4.084 -1.778 -1.408
H -3.433 -3.384 -1.585
H -3.504 -3.557 -4.710
H -2.209 -4.075 -3.618
H -1.856 -2.937 -4.929
H 1.489 -1.309 -6.580
H -1.170 -1.036 -6.900
H 4.649 -3.179 -3.188
H 6.105 -1.192 -2.959
H 5.189 1.048 -3.405
H 3.748 2.364 -4.233
H 1.111 1.668 -5.563
H 2.670 1.572 -6.382
H 2.094 3.125 -5.750
H 1.059 1.744 -2.949
H 1.686 3.384 -3.268
H 2.516 2.315 -2.120
H 1.004 -2.922 -3.932
H 3.124 -4.614 -2.528
H 1.393 -4.942 -2.639
H 1.950 -3.551 -1.712
H 3.366 -4.484 -5.086
H 2.210 -3.526 -6.025
H 1.666 -4.975 -5.169
```

Charge: -2
ΔE to the lowest compared entry with this formula, charge and spin, eV: 0.000
Multiplicity: 1
E_LUMO, eV: 3.84
Kohn-Sham gap, eV: 4.52
Highest occupied orbital energy, Ha: -0.025

***

3.
C8H20BrCl8N2O3 | ωB97M-V with the def2-TZVPD basis set

Structure (XYZ):
```
42
C8H20BrCl8N2O3 (ωB97M-V with the def2-TZVPD basis set)
N 0.369 1.416 -0.474
H 0.199 2.057 -1.252
H -0.540 1.214 -0.047
H 1.105 1.653 0.176
H 0.663 0.564 -0.939
N -3.371 1.011 -0.034
O -4.224 0.686 0.761
O -2.164 0.846 0.247
O -3.650 1.523 -1.128
Br -0.898 3.337 -2.959
Cl 1.724 -4.326 0.872
C 2.362 -4.314 -0.709
C 1.631 -3.311 -1.622
Cl 1.808 -1.587 -1.191
H 2.297 -5.338 -1.074
H 3.405 -4.002 -0.651
H 0.586 -3.613 -1.685
H 1.946 -3.352 -2.664
Cl -3.690 4.668 3.411
C -2.818 3.138 3.133
C -1.381 3.424 2.690
Cl -1.378 3.839 0.949
H -3.365 2.561 2.387
H -2.819 2.559 4.056
H -0.772 2.562 2.964
H -0.923 4.253 3.228
Cl -1.097 -0.459 -2.829
C -0.696 -0.480 -4.552
C -1.119 -1.800 -5.243
Cl -0.327 -3.212 -4.503
H 0.391 -0.416 -4.596
H -1.145 0.426 -4.959
H -0.750 -1.866 -6.265
H -2.206 -1.870 -5.250
Cl 3.580 1.505 4.556
C 3.315 -0.214 4.079
C 1.931 -0.476 3.513
Cl 1.581 0.523 2.073
H 3.519 -0.856 4.935
H 4.038 -0.427 3.293
H 1.096 -0.370 4.204
H 1.787 -1.474 3.098
```

Charge: -1
ΔE to the lowest compared entry with this formula, charge and spin, eV: 0.970
Multiplicity: 1
E_LUMO, eV: 1.92
Kohn-Sham gap, eV: 6.20
Highest occupied orbital energy, Ha: -0.157

***

4.
C6H13BFN | ωB97M-V with the def2-TZVPD basis set

Structure (XYZ):
```
22
C6H13BFN (ωB97M-V with the def2-TZVPD basis set)
H 1.503 2.044 -1.218
N 2.393 1.860 -0.740
C 2.169 1.361 0.435
C 0.689 1.126 0.928
B 0.187 -0.409 0.876
C -0.381 -1.102 2.242
C 0.184 -1.292 -0.498
F 1.295 -1.028 -1.339
C -1.220 -1.002 -1.200
C -1.342 0.450 -1.818
H 3.076 1.139 1.060
H 0.528 1.566 1.962
H 0.023 1.737 0.244
H -0.776 -0.268 2.889
H -1.286 -1.736 1.976
H 0.395 -1.719 2.769
H 0.192 -2.402 -0.270
H -1.407 -1.740 -2.025
H -1.993 -1.098 -0.380
H -0.383 0.863 -2.231
H -2.146 0.449 -2.615
H -1.697 1.201 -1.046
```

Multiplicity: 1
E_LUMO, eV: 0.41
Kohn-Sham gap, eV: 10.11
Highest occupied orbital energy, Ha: -0.356
SMILES: [H]/N=C\CB(C)[C@H](F)CC